(1)
Below is a structure of composition C23H44N2O7P2Sr at a distorted geometry, with properties calculated with ωB97M-V/def2-TZVPD.

LUMO level: -0.999 eV
Charge: 0
Largest force on an atom: 0.0381 Eh/bohr
Electronic energy: -61298.6267 eV
ΔE to the lowest compared entry with this formula, charge and spin: 32.78 kcal per mole

Each line ends with the Mulliken charge.
Cartesian coordinates (Å):
H1 3.0914 -0.6920 2.2800  0.1215
O1 1.5833 -2.3860 0.2816  -0.8220
C1 -0.5872 1.3075 4.8114  -2.3620
H2 1.0192 -0.2927 -5.5315  0.2966
H3 3.7816 0.2359 3.6153  0.2247
H4 1.5950 -4.2286 2.9454  0.2919
H5 2.9247 0.3878 -0.0739  0.2272
H6 0.9096 5.7489 0.5446  0.3118
C2 4.4606 2.4856 2.2118  -1.9513
P1 0.9047 -3.5657 0.9744  0.7023
C3 -0.8568 1.5602 -5.1155  -0.8283
C4 -0.1449 5.6366 0.8046  -1.9051
H7 0.0499 -1.7027 -5.0632  0.3860
H8 -2.2663 4.3316 1.9474  0.4533
C5 1.8047 1.8292 5.0279  -1.8105
N1 -1.0321 0.0802 -5.2964  -0.0704
C6 -2.1000 4.0924 0.8953  -2.1440
O2 -0.6143 -2.7284 -1.3996  -0.5268
H9 -2.4739 3.0808 0.7195  0.2797
C7 0.7940 1.0215 4.2034  3.0933
H10 -1.9064 -1.0027 -2.4265  -0.4864
C8 2.0174 1.9531 1.9819  1.1456
C9 -1.8991 -0.0851 -2.9999  0.1317
P2 -1.6683 -2.4766 -0.2002  0.8377
C10 -2.2058 -0.4006 -4.4841  -0.8659
H11 4.3077 3.4043 1.6443  0.2951
H12 -2.6510 0.5754 -2.5726  0.6192
C11 3.6667 1.1024 0.2993  -1.5662
H13 -0.8046 2.3750 4.8322  0.4058
H14 2.8341 1.5600 4.8010  0.2176
H15 4.7733 -0.2204 2.2393  0.5840
H16 1.6852 2.8918 4.8091  0.3124
H17 -0.7223 6.3609 0.2214  0.4698
H18 0.4347 -1.2516 -2.8094  -0.2398
H19 -0.6119 0.9318 5.8375  0.5115
Sr1 0.2245 -0.6857 1.2868  1.6326
C12 1.5916 2.9972 1.1604  -1.2411
H20 0.3709 2.2998 -3.4733  0.5515
O3 1.3703 -3.4003 2.5057  -0.3248
H21 -1.7694 2.0344 -5.4727  0.3625
H22 5.4856 2.1418 2.0421  0.4862
H23 -1.1658 4.4627 -1.5658  0.6333
H24 0.1640 -1.0757 4.0458  0.3337
H25 -1.3561 2.4602 -3.1975  0.3993
H26 1.9190 -0.8798 3.9866  0.0560
H27 -2.6924 4.7876 0.2942  0.4239
H28 -1.2105 -0.1137 -6.2780  0.2952
H29 -1.3928 0.8095 4.2643  0.3638
O4 -1.7119 -0.9696 -0.0003  -0.7128
C13 1.0105 -0.4880 4.4329  -1.6847
H30 1.4213 0.1525 -3.2386  0.4700
H31 -0.2532 5.8813 1.8624  0.3965
H32 4.3501 2.7270 3.2706  0.3277
C14 3.7776 0.1201 2.5341  -1.8110
H33 4.6536 0.6593 0.1373  0.4890
H34 -0.6397 2.8204 -1.1010  0.2881
H35 0.5529 4.1093 -1.3008  0.2946
H36 1.6453 1.6716 6.0995  0.5145
C15 0.2201 -0.6431 -4.8801  -0.7869
O5 -0.6999 -3.0080 1.1622  -0.4224
H37 1.0514 -0.7230 5.4999  0.5744
O6 -2.9011 -3.2358 -0.3636  -0.7383
N2 -0.5916 0.5492 -2.8747  0.2661
H38 -0.0286 1.8651 -5.7534  0.3067
C16 0.2119 3.2249 1.3332  -0.9076
C17 -0.5910 1.8075 -3.6084  -0.6448
C18 3.4440 1.4138 1.7931  2.2833
C19 0.8564 1.4751 2.7146  -0.6711
C20 0.4543 -0.3282 -3.3814  0.1797
H39 -2.3010 -1.4693 -4.6696  0.4343
H40 0.2886 -2.7575 -1.0223  0.4109
H41 2.2271 3.5266 0.4594  0.3734
H42 -1.2485 2.2315 2.6234  0.6559
C21 -0.4598 3.8868 -0.9552  -1.8357
O7 0.9872 -4.9045 0.4019  -0.7147
C22 -0.6196 4.2036 0.5347  2.4842
C23 -0.2339 2.2933 2.2575  -0.6930
H43 3.5897 2.0032 -0.3101  0.2818
H44 -3.0885 0.1071 -4.8698  0.2793



(2)
Below is a structure of composition C23H44N3O2P2Pb at a distorted geometry, with properties calculated with ωB97M-V/def2-TZVPD.

LUMO level: -2.841 eV
Charge: +1
Largest force on an atom: 0.0469 Eh/bohr
Electronic energy: -56947.5975 eV

Each line ends with the Mulliken charge.
Cartesian coordinates (Å):
H1 -2.0329 -0.2489 3.4189  0.2223
H2 -1.0269 -2.2943 1.9086  0.2149
C1 2.0626 -1.1892 2.9195  0.8285
H3 -2.2532 -2.5854 -0.2411  0.1661
C2 -2.1110 0.7253 2.9220  -1.2167
O1 2.0946 0.8226 4.1783  -0.6273
H4 -4.5468 -0.6084 2.8169  0.2736
C3 -4.5456 0.3453 2.2775  -1.5779
H5 1.4649 3.3635 -1.3295  0.5058
N1 -1.7677 1.0044 -2.4516  -0.1791
H6 1.9930 2.0897 0.7649  0.0458
C4 3.5247 -0.7117 -1.3816  -1.4582
H7 0.7951 -2.8156 -0.3152  0.3398
C5 2.7753 2.4237 0.0751  -1.2200
H8 2.9971 -3.1128 3.4135  0.2719
H9 -4.7336 0.4508 -0.7918  0.4237
C6 -2.0592 -2.6526 1.8733  -1.4431
C7 1.1944 -2.4150 0.6177  -0.4050
N2 0.9069 -1.1166 0.8442  1.8054
H10 3.6644 4.0965 -2.0266  0.4387
H11 -4.8096 -2.3376 1.4265  0.2594
H12 -3.1941 1.7435 1.3845  0.5021
H13 0.9148 2.4155 -4.0824  0.4206
H14 4.2273 2.4418 -2.2943  0.2777
H15 -2.4147 1.4656 3.6759  0.5063
H16 -1.1125 1.0113 2.5750  0.0474
C8 -3.7075 0.1871 -1.0917  -1.0550
H17 4.0387 0.7380 -3.7243  0.2654
C9 -3.0828 1.3405 -1.9327  -0.8492
C10 1.9493 -3.1613 1.5209  -1.4924
H18 2.5846 0.2435 -4.6170  0.3566
C11 -4.2343 -2.6595 0.5526  -1.5557
H19 -0.9930 3.0100 -2.5501  0.2685
H20 -1.5561 2.2998 -4.0816  0.4610
H21 1.0269 0.5479 2.0893  0.1989
C12 2.2618 2.6020 -1.3602  0.6406
C13 2.5674 -0.2969 -2.5021  0.8586
H22 -2.0068 -3.7525 1.8699  0.4368
Pb1 -0.4953 -0.2880 -1.0232  0.3308
H23 -3.0889 2.2792 -1.3300  0.2669
C14 -1.0288 2.0565 -3.1283  -0.8508
H24 -3.7823 -0.7035 -1.7382  0.4945
H25 -4.7446 -2.3041 -0.3483  0.3517
H26 4.3036 0.0373 -1.1996  0.3095
C15 2.3944 -2.5407 2.6927  -0.5270
H27 -0.5542 -1.9633 -2.7284  0.1779
H28 -4.2591 -3.7585 0.5241  0.4564
C16 -3.1510 0.7201 1.7932  0.6344
H29 3.7922 -0.9600 -4.1634  0.4559
H30 3.6070 1.7117 0.1325  0.2233
H31 2.9882 3.1532 -3.3520  0.3471
C17 0.4217 1.6242 -3.4966  -1.0324
H32 4.0282 -1.6543 -1.6479  0.4411
C18 1.3124 -0.5078 1.9671  -0.7308
P1 1.4464 1.1229 -2.0375  0.3239
H33 -2.5603 -2.3499 2.7995  0.3153
H34 3.4242 -0.4973 5.8741  0.2526
H35 0.3564 0.7370 -4.1487  0.4929
C19 3.2819 -0.0466 -3.8244  -1.5651
C20 -2.7966 -2.1623 0.6251  0.8278
H36 -5.2712 0.2820 1.4593  0.3457
H37 -0.2816 -2.3896 -2.1324  -0.0841
H38 3.3819 -1.9587 4.9423  0.1080
P2 -2.6882 -0.3156 0.3707  0.2877
H39 2.1549 -4.1836 1.2660  0.5736
C21 3.3425 3.0875 -2.3176  -1.5790
H40 3.0006 -0.8967 -0.4400  0.1936
C22 -0.5143 2.3120 0.4818  0.1948
H41 3.1363 3.3948 0.4425  0.5139
H42 -4.9124 1.1151 2.9697  0.4420
C23 2.4236 -0.3515 4.0897  -0.0073
H43 1.8762 -1.1477 -2.6519  0.1469
H44 -3.7650 1.5298 -2.7958  0.4676
N3 3.1433 -0.9974 5.0384  -0.2728
O2 -0.7776 3.4035 0.6847  -0.2835



(3)
Below is a structure of composition C23H44NOP3Sc at a distorted geometry, with properties calculated with ωB97M-V/def2-TZVPD.

LUMO level (alpha / beta): -11.472 / -12.871 eV
Charge: +3
Largest force on an atom: 0.0657 Eh/bohr
Electronic energy: -76641.4395 eV
ΔE to the lowest compared entry with this formula, charge and spin: 63.04 kcal per mole

Each line ends with the Mulliken charge.
Cartesian coordinates (Å):
C1 -1.5647 -2.8761 1.1059  -1.2269
H1 -0.3973 -1.2681 -3.4871  0.3606
H2 1.9240 1.9068 -6.3683  0.5317
C2 2.5134 0.5625 1.7159  -0.9822
H3 1.5334 -3.4407 -2.4914  0.4844
H4 -2.8082 2.1962 2.8559  0.4345
H5 1.1361 3.5081 -2.4123  0.5211
C3 0.6875 -1.1583 -3.3553  -1.4529
C4 0.3327 3.2871 1.9998  -0.4730
H6 2.2013 1.5205 2.1522  0.0098
C5 -1.5409 4.7278 -4.9123  -0.4830
C6 -0.7536 1.3926 -4.3200  -0.5193
C7 0.0056 1.4056 -5.4958  -0.5266
C8 1.6633 2.8087 -4.4136  -0.6410
H7 -2.9780 3.6307 -3.7928  0.2333
H8 2.8949 -2.0456 2.1225  0.4104
H9 3.4866 -1.1716 -0.9574  0.4599
Sc1 -0.6291 0.8079 -0.6710  -0.4812
P1 1.0496 -0.5340 1.5251  0.8289
H10 0.9080 1.8019 -0.7826  0.1390
C9 -2.6738 -2.2851 -1.4305  -1.2674
H11 2.8709 0.4293 -1.4774  0.2610
H12 2.9668 0.7561 0.7373  0.1819
H13 2.5937 3.3728 -4.4702  0.5364
N1 -1.4995 2.6152 0.5603  -0.3746
H14 -2.5156 2.5560 0.5340  0.3022
H15 -2.7366 3.0908 -5.5934  0.2818
H16 1.8908 3.8256 3.3942  0.4566
H17 -3.3714 -0.3347 1.8095  0.2887
H18 -4.1343 -1.8560 1.2719  0.4915
H19 -2.8575 -1.5508 -2.2255  0.3829
H20 1.1975 -1.9610 -3.9052  0.6181
H21 -1.2206 3.3305 -0.1131  0.2881
H22 -0.8860 4.6997 -5.8031  0.2807
O1 -1.0916 2.1665 -2.1129  -0.9047
C10 -1.7698 2.5403 2.9916  -0.4854
H23 1.7670 -2.8353 0.9911  0.0515
C11 -2.4524 3.7595 -4.7516  -0.3316
C12 1.3486 -3.0686 -1.4737  -1.5293
H24 -1.9516 -3.0190 -1.8050  0.3402
H25 -1.6797 0.8405 -4.2078  0.6576
H26 -0.7315 -3.4353 0.6610  0.2380
H27 -0.3613 0.9535 -6.4085  0.5097
H28 0.6905 -0.9667 3.9034  0.5763
H29 0.9091 3.4923 1.0926  0.3970
C13 0.1133 3.1282 4.4135  -0.6396
H30 -1.4348 5.6046 -4.2649  0.2947
C14 1.8335 -2.1794 1.8668  -1.2234
C15 1.2698 2.0274 -5.4991  -0.7789
H31 3.2161 -0.8302 -2.6958  0.5258
H32 0.4432 -3.5519 -1.0849  0.3610
H33 -2.4308 -3.5494 1.1964  0.5318
H34 -0.8131 -0.4281 3.1086  0.2748
C16 2.8472 -0.6455 -1.6783  -1.4817
C17 -0.9845 2.8480 1.8827  0.8098
P2 -2.0493 -1.4275 0.0671  1.2283
H35 0.5476 3.2379 5.4097  0.4445
H36 -1.8197 2.4820 5.1540  0.4112
H37 3.2359 0.0726 2.3764  0.6027
H38 -4.2501 -0.3842 0.2603  0.4243
P3 1.1150 -1.2447 -1.5843  1.5795
C18 -0.3515 2.1851 -3.2237  1.3850
C19 0.2714 -0.2703 3.1668  -0.8854
C20 -1.2148 2.7040 4.2680  -0.6655
C21 0.8663 2.9050 -3.2849  -0.5289
H39 0.4411 0.7562 3.5097  0.0553
H40 1.0010 -0.1883 -3.7587  0.1853
H41 -1.2688 -2.5563 2.1144  0.3534
C22 -3.6007 -0.9596 0.9389  -1.2185
C23 0.8762 3.4450 3.2816  -0.4316
H42 1.3305 -2.6781 2.7062  0.5265
H43 2.2150 -3.3180 -0.8505  0.5332
H44 -3.6161 -2.7980 -1.1959  0.4523